A:
Computed, not measured: 2 unconnected molecules or ions with the total composition C3H7N3, with the ωB97M-V functional and the def2-TZVPD basis.

Structure (XYZ):
```
13
Properties=species:S:1:pos:R:3
C -0.839 -0.036 -0.022
C -3.305 -0.468 -0.086
C 3.270 0.244 -0.117
N -1.999 -0.208 -0.043
N 4.439 -0.174 0.101
N -4.205 0.418 0.112
H 3.100 1.150 -0.696
H -3.577 -1.506 -0.302
H 2.401 -0.285 0.267
H 5.273 0.310 -0.250
H 4.623 -1.024 0.645
H -5.199 0.181 0.079
H -3.983 1.398 0.310
```

HOMO energy (eV): -20.22
Frontier orbital gap (eV): 11.2
Net charge: +2
Spin multiplicity: 1
Molar mass (Da): 85.1
Lowest unoccupied orbital energy (eV): -9.0496

B:
Computed, not measured: 2 unconnected molecules or ions with the total composition C3H7N3, with the ωB97M-V functional and the def2-TZVPD basis.

Structure (XYZ):
```
13
Properties=species:S:1:pos:R:3
C -0.562 -1.124 0.335
C -2.310 0.618 0.731
C 1.678 0.259 -0.536
N -1.362 -0.361 0.648
N -2.361 1.658 0.078
N 2.567 -0.638 -0.619
H -0.149 -2.104 0.210
H -3.025 0.371 1.568
H 1.831 1.181 -0.066
H 0.854 0.164 -1.141
H -3.120 2.213 0.168
H 3.498 -0.867 -0.046
H 2.460 -1.370 -1.329
```

HOMO energy (eV): -19.42
Frontier orbital gap (eV): 8.8
Net charge: +2
Spin multiplicity: 1
Molar mass (Da): 85.1
Lowest unoccupied orbital energy (eV): -10.6142

Tell me which of them is the least stable. Sure, it is B.

A:
Computed, not measured: a single C2H3FO2 molecule, with the ωB97M-V functional and the def2-TZVPD basis.

Structure (XYZ):
```
8
Properties=species:S:1:pos:R:3
O 0.733 -1.264 0.210
C 0.420 -0.053 -0.122
F 1.551 0.663 -0.355
C -0.954 0.371 -0.366
O -0.421 0.693 0.893
H 1.461 -1.414 0.849
H -1.127 1.337 -0.836
H -1.664 -0.332 -0.273
```

HOMO energy (eV): -10.49
Frontier orbital gap (eV): 11.2
Net charge: 0
Spin multiplicity: 1
Molar mass (Da): 78.0
SMILES string: O[C@@]1(F)CO1
Lowest unoccupied orbital energy (eV): 0.7510

B:
Computed, not measured: a single C2H3FO2 molecule, with the ωB97M-V functional and the def2-TZVPD basis.

Structure (XYZ):
```
8
Properties=species:S:1:pos:R:3
C 0.085 0.445 0.441
C -0.975 -0.221 -0.446
O 1.031 -0.655 0.130
O 2.216 -0.298 -0.265
F -2.036 -0.828 0.055
H 0.300 1.428 -0.018
H 0.023 0.544 1.566
H -0.645 -0.415 -1.462
```

HOMO energy (spin up / spin down) (eV): -10.49 / -8.49
Frontier orbital gap (spin up / spin down) (eV): 10.7 / 8.0
Net charge: 0
Spin multiplicity: 1
Molar mass (Da): 78.0
Lowest unoccupied orbital energy (spin up / spin down) (eV): 0.2404 / -0.5209

Tell me which of them is the least stable. Sure, it is B.

A:
Computed, not measured: a gas-phase ion, CH14NSi4 (charge +1), with the ωB97M-V functional and the def2-TZVPD basis.

Structure (XYZ):
```
20
Properties=species:S:1:pos:R:3
N -1.142 0.644 -0.319
C 0.131 -0.157 -0.036
Si 0.446 0.009 1.848
Si -1.439 -0.489 3.332
Si 1.718 0.572 -1.415
Si 1.121 -0.383 -3.437
H -1.722 0.270 -1.049
H -1.806 0.574 0.541
H -0.827 1.609 -0.571
H 0.001 -1.146 -0.273
H 0.943 1.365 2.043
H 1.453 -1.137 1.989
H -2.332 -1.249 2.453
H -2.512 0.304 3.887
H -1.018 -1.467 4.283
H 2.910 0.584 -0.588
H 1.260 1.908 -1.052
H 1.322 0.671 -4.404
H 1.858 -1.747 -3.732
H -0.366 -0.734 -3.499
```

HOMO energy (eV): -13.53
Frontier orbital gap (eV): 9.9
Net charge: +1
Spin multiplicity: 1
Molar mass (Da): 152.5
SMILES string: [NH3+]C([SiH2][SiH3])[SiH2][SiH3]
Lowest unoccupied orbital energy (eV): -3.6101

B:
Computed, not measured: 3 unconnected molecules or ions with the total composition CH14NSi4, with the ωB97M-V functional and the def2-TZVPD basis.

Structure (XYZ):
```
20
Properties=species:S:1:pos:R:3
C -0.135 0.645 0.202
N -0.249 2.088 -0.252
Si 3.404 -0.681 -0.879
Si -3.413 -1.084 0.555
Si 1.565 -0.214 0.556
Si -1.492 -0.461 -0.646
H -0.971 -0.006 1.850
H 0.647 2.421 -0.696
H -1.034 2.191 -0.973
H -0.545 2.671 0.512
H 3.903 0.289 -1.929
H 3.587 -1.915 -1.585
H 4.605 -1.108 -0.064
H -1.791 -0.496 2.000
H -4.497 -0.027 0.946
H -4.055 -2.346 0.778
H 1.210 -1.497 0.900
H 2.185 0.636 1.769
H -0.881 -1.556 -1.253
H -2.042 0.449 -1.791
```

HOMO energy (eV): -11.82
Frontier orbital gap (eV): 6.1
Net charge: +1
Spin multiplicity: 1
Molar mass (Da): 152.5
Lowest unoccupied orbital energy (eV): -5.6784

Tell me which of them is the least stable. Sure, it is B.

A:
Computed, not measured: 2 unconnected molecules or ions with the total composition CH3IO2, with the ωB97M-V functional and the def2-TZVPD basis.

Structure (XYZ):
```
7
Properties=species:S:1:pos:R:3
C -0.032 0.044 0.387
O -0.610 -0.691 -0.544
O -0.600 0.184 1.512
I -3.928 -0.044 1.307
H 0.951 -0.281 0.526
H -0.035 1.032 -0.088
H -1.586 -0.990 -0.253
```

HOMO energy (spin up / spin down) (eV): -10.05 / -10.42
Frontier orbital gap (spin up / spin down) (eV): 6.8 / 8.5
Net charge: 0
Spin multiplicity: 1
Molar mass (Da): 173.9
Lowest unoccupied orbital energy (spin up / spin down) (eV): -3.2382 / -1.9175

B:
Computed, not measured: 2 unconnected molecules or ions with the total composition CH3IO2, with the ωB97M-V functional and the def2-TZVPD basis.

Structure (XYZ):
```
7
Properties=species:S:1:pos:R:3
C 0.300 0.815 0.932
O 0.432 1.354 -0.142
O -1.444 -1.579 -0.602
I -0.105 -1.513 -1.782
H 0.335 1.178 1.911
H 0.131 -0.255 0.910
H 0.351 -0.001 -1.227
```

HOMO energy (eV): -8.53
Frontier orbital gap (eV): 8.6
Net charge: 0
Spin multiplicity: 1
Molar mass (Da): 173.9
Lowest unoccupied orbital energy (eV): 0.1110

Tell me which of them is the least stable. Sure, it is B.

A:
Computed, not measured: a molecular structure, C3H8IN, with the ωB97M-V functional and the def2-TZVPD basis.

Structure (XYZ):
```
13
Properties=species:S:1:pos:R:3
C -1.359 0.483 0.037
C 1.288 0.336 0.276
C 0.331 -0.597 -0.393
N 0.277 -0.929 -1.728
I 1.657 -2.354 -2.382
H -1.139 1.493 -0.003
H -1.889 0.057 -0.824
H -1.703 0.302 1.046
H 1.315 1.270 -0.162
H 2.194 -0.137 0.253
H 0.717 0.350 1.226
H 0.122 -1.523 0.153
H 0.376 -0.118 -2.409
```

HOMO energy (eV): -8.39
Frontier orbital gap (eV): 8.1
Net charge: 0
Spin multiplicity: 1
Molar mass (Da): 185.0
Lowest unoccupied orbital energy (eV): -0.2885

B:
Computed, not measured: 2 unconnected molecules or ions with the total composition C3H8IN, with the ωB97M-V functional and the def2-TZVPD basis.

Structure (XYZ):
```
13
Properties=species:S:1:pos:R:3
C 0.958 1.039 -1.145
C 0.233 0.382 -0.005
C 0.773 -0.874 0.592
N -0.939 0.646 0.358
H 1.393 2.018 -0.834
H 1.712 0.341 -1.512
H 0.190 1.033 -2.031
H 0.831 -1.737 -0.033
H 0.375 -1.080 1.567
H 1.774 -0.575 0.825
H -1.438 1.505 -0.008
I -3.484 -1.713 1.536
H -2.378 -0.985 0.691
```

HOMO energy (eV): -9.39
Frontier orbital gap (eV): 10.2
Net charge: 0
Spin multiplicity: 1
Molar mass (Da): 185.0
SMILES string: CC(C)=N.I
Lowest unoccupied orbital energy (eV): 0.7940

Tell me which of them is the least stable. Sure, it is A.

A:
Computed, not measured: 2 unconnected molecules or ions with the total composition CH7NO2, with the ωB97M-V functional and the def2-TZVPD basis.

Structure (XYZ):
```
11
Properties=species:S:1:pos:R:3
N -0.612 -0.403 -0.545
C -0.189 -1.624 0.040
O 1.165 -1.882 -0.278
H -0.044 0.418 -0.575
H -1.186 -0.446 -1.376
H -0.275 -1.474 1.100
H -0.777 -2.508 -0.204
H 1.767 -1.968 0.495
O -0.377 3.459 0.588
H -0.884 2.767 1.148
H 0.514 3.155 0.503
```

HOMO energy (eV): -9.25
Frontier orbital gap (eV): 9.9
Net charge: 0
Spin multiplicity: 1
Molar mass (Da): 65.1
SMILES string: NCO.O
Lowest unoccupied orbital energy (eV): 0.6468

B:
Computed, not measured: 3 unconnected molecules or ions with the total composition CH7NO2, with the ωB97M-V functional and the def2-TZVPD basis.

Structure (XYZ):
```
11
Properties=species:S:1:pos:R:3
N 0.821 -0.730 -0.887
C -0.319 -0.267 -0.019
O 2.133 0.866 0.572
H -0.479 -0.825 0.906
H 1.615 -0.296 -0.419
H -1.344 -0.170 -0.459
H -0.154 0.648 0.498
H 2.982 1.231 0.791
H 0.910 -1.734 -0.943
H -3.470 0.930 -0.077
O -2.694 0.346 0.037
```

HOMO energy (eV): -9.37
Frontier orbital gap (eV): 4.4
Net charge: 0
Spin multiplicity: 1
Molar mass (Da): 65.1
Lowest unoccupied orbital energy (eV): -4.9463

Tell me which of them is the least stable. Sure, it is B.

A:
Computed, not measured: 2 unconnected molecules or ions with the total composition CH5PS2, with the ωB97M-V functional and the def2-TZVPD basis.

Structure (XYZ):
```
9
Properties=species:S:1:pos:R:3
C -0.084 -1.729 0.583
P 0.065 -1.532 2.452
S 0.193 3.237 -1.431
S -0.767 1.590 -2.019
H -0.703 -0.907 0.122
H -0.641 -2.612 0.226
H 1.041 -1.611 0.322
H 0.554 -0.280 2.400
H 0.342 3.844 -2.655
```

HOMO energy (spin up / spin down) (eV): -9.20 / -8.17
Frontier orbital gap (spin up / spin down) (eV): 8.6 / 6.2
Net charge: 0
Spin multiplicity: 1
Molar mass (Da): 112.2
Lowest unoccupied orbital energy (spin up / spin down) (eV): -0.6160 / -1.9890

B:
Computed, not measured: 2 unconnected molecules or ions with the total composition CH5PS2, with the ωB97M-V functional and the def2-TZVPD basis.

Structure (XYZ):
```
9
Properties=species:S:1:pos:R:3
C 1.555 -0.112 0.291
P 0.905 -1.575 -0.646
S -2.265 1.583 -0.341
S -2.182 -0.305 0.157
H 0.827 0.580 0.546
H 2.265 0.392 -0.390
H 2.166 -0.273 1.155
H 0.125 -2.017 0.431
H -3.397 1.727 -1.202
```

HOMO energy (spin up / spin down) (eV): -8.24 / -8.96
Frontier orbital gap (spin up / spin down) (eV): 6.4 / 8.2
Net charge: 0
Spin multiplicity: 1
Molar mass (Da): 112.2
Lowest unoccupied orbital energy (spin up / spin down) (eV): -1.8019 / -0.7904

Tell me which of them is the least stable. Sure, it is A.

A:
Computed, not measured: a molecular structure, C16H48BeNO19, with the ωB97M-V functional and the def2-TZVPD basis.

Structure (XYZ):
```
85
Properties=species:S:1:pos:R:3
Be 1.666 -2.535 0.810
N -0.296 -0.726 -0.929
O -0.799 -0.633 0.211
O -0.901 -0.373 -1.964
O 0.861 -1.269 -1.089
C -2.067 2.913 1.480
C -3.236 2.110 0.967
O -3.123 0.688 1.016
O -0.807 2.364 1.094
H -2.037 2.871 2.579
H -2.113 3.997 1.363
H -3.481 2.410 -0.060
H -4.162 2.303 1.512
H -2.334 0.342 0.543
H -0.729 2.620 0.159
C 2.223 0.101 -4.248
C 3.384 0.420 -3.309
O 4.599 -0.253 -3.664
O 1.019 0.538 -3.654
H 2.123 -0.952 -4.536
H 2.405 0.641 -5.181
H 3.151 0.197 -2.260
H 3.505 1.509 -3.310
H 5.101 0.368 -4.201
H 0.919 0.190 -2.763
C 2.287 1.794 2.835
C 2.744 0.530 2.102
O 1.653 -0.173 1.519
O 1.585 1.329 3.991
H 1.604 2.254 2.124
H 3.164 2.382 3.084
H 3.304 -0.136 2.770
H 3.468 0.808 1.329
H 0.875 -0.106 2.112
H 0.653 1.312 3.733
C -1.701 -0.279 4.239
C -1.336 0.740 5.302
O -0.315 0.196 6.153
O -0.800 -0.160 3.110
H -2.715 -0.022 3.919
H -1.732 -1.276 4.677
H -2.236 0.966 5.881
H -0.815 1.609 4.903
H 0.457 0.761 6.218
H -1.338 0.217 2.388
C 4.629 -2.755 -0.244
C 3.674 -3.814 -0.696
O 2.441 -3.233 -1.049
O 3.922 -2.003 0.720
H 5.079 -2.116 -1.017
H 5.584 -3.183 0.092
H 3.555 -4.514 0.137
H 4.113 -4.391 -1.509
H 2.444 -3.063 -2.000
H 4.519 -1.517 1.302
C 0.656 3.486 -1.743
C -0.546 4.339 -2.080
O -1.641 4.075 -1.223
O 1.325 4.006 -0.581
H 1.347 3.551 -2.579
H 0.432 2.428 -1.570
H -0.858 4.104 -3.102
H -0.112 5.343 -2.048
H -2.235 4.831 -1.214
H 0.647 4.136 0.095
C -1.218 -3.806 0.180
C -1.264 -3.660 1.672
O -0.263 -2.680 2.044
O 0.056 -4.041 -0.379
H -1.689 -2.987 -0.370
H -1.924 -4.602 -0.095
H -1.043 -4.632 2.119
H -2.204 -3.330 2.111
H -0.726 -1.816 1.996
H 0.000 -4.382 -1.277
C -4.228 -1.113 -2.408
C -4.696 0.029 -3.307
O -5.295 -0.358 -4.510
O -3.074 -1.785 -2.901
H -5.084 -1.755 -2.206
H -3.855 -0.617 -1.499
H -3.870 0.735 -3.456
H -5.404 0.556 -2.659
H -4.606 -0.724 -5.076
H -2.265 -1.331 -2.627
```

HOMO energy (eV): -11.11
Frontier orbital gap (eV): 6.1
Net charge: +1
Spin multiplicity: 1
Molar mass (Da): 567.6
Lowest unoccupied orbital energy (eV): -4.9628

B:
Computed, not measured: a molecular structure, C16H48BeNO19, with the ωB97M-V functional and the def2-TZVPD basis.

Structure (XYZ):
```
85
Properties=species:S:1:pos:R:3
Be 5.574 -23.570 13.565
N 3.230 -21.075 14.878
O 4.319 -21.591 14.711
O 2.993 -20.334 15.802
O 2.430 -21.164 13.929
C 0.818 -17.597 14.960
C -0.386 -16.785 14.616
O -1.494 -17.513 14.111
O 1.421 -18.203 13.783
H 0.479 -18.419 15.591
H 1.597 -17.015 15.453
H -0.168 -15.999 13.893
H -0.714 -16.328 15.550
H -2.178 -16.926 13.779
H 2.026 -18.919 13.992
C 5.700 -19.804 18.445
C 5.124 -18.458 18.024
O 4.915 -18.294 16.651
O 7.148 -19.916 18.374
H 5.318 -20.668 17.902
H 5.454 -19.979 19.493
H 5.771 -17.666 18.401
H 4.190 -18.318 18.568
H 4.204 -18.933 16.559
H 7.401 -19.324 19.086
C 1.345 -18.997 18.512
C 1.778 -20.256 19.331
O 0.908 -21.363 19.159
O 0.064 -18.486 18.809
H 1.357 -19.163 17.435
H 2.168 -18.320 18.743
H 1.741 -20.173 20.417
H 2.732 -20.709 19.060
H 0.064 -21.059 18.816
H 0.083 -17.938 19.597
C 8.275 -21.249 13.902
C 7.126 -20.379 13.321
O 6.274 -21.158 12.454
O 7.963 -22.557 14.337
H 8.946 -20.811 14.641
H 9.034 -21.359 13.127
H 7.546 -19.567 12.727
H 6.422 -20.079 14.097
H 5.763 -20.558 11.906
H 8.684 -22.852 14.899
C 3.231 -25.337 11.485
C 2.685 -23.899 11.659
O 3.708 -23.001 11.519
O 4.435 -25.572 12.192
H 3.571 -25.443 10.455
H 2.511 -26.118 11.728
H 2.264 -23.735 12.651
H 1.956 -23.626 10.895
H 3.715 -22.649 10.626
H 4.599 -26.517 12.153
C -0.249 -20.055 11.617
C 0.920 -20.568 10.752
O 2.189 -20.208 11.207
O -0.212 -18.657 11.590
H -0.187 -20.481 12.618
H -1.223 -20.387 11.258
H 0.789 -20.245 9.719
H 0.799 -21.644 10.630
H 2.348 -20.501 12.107
H 0.488 -18.349 12.170
C 0.118 -23.721 14.830
C -0.676 -23.540 13.514
O -1.627 -24.588 13.235
O 0.891 -24.879 14.733
H -0.395 -23.921 15.771
H 0.818 -22.915 15.048
H 0.111 -23.656 12.770
H -1.071 -22.547 13.300
H -1.097 -25.248 12.782
H 0.303 -25.632 14.635
C 4.953 -24.023 16.737
C 4.096 -25.079 16.036
O 3.582 -24.627 14.803
O 6.122 -23.746 16.005
H 5.211 -24.484 17.691
H 4.386 -23.120 16.960
H 3.339 -25.403 16.750
H 4.657 -25.999 15.872
H 2.624 -24.651 14.845
H 6.666 -23.184 16.561
```

HOMO energy (eV): -10.68
Frontier orbital gap (eV): 4.1
Net charge: +1
Spin multiplicity: 1
Molar mass (Da): 567.6
Lowest unoccupied orbital energy (eV): -6.5409

Tell me which of them is the least stable. Sure, it is B.